No. 1
Computed, not measured: C14H20IIrNOS as an isolated structure, with ωB97M-V with the def2-TZVPD basis set.

Geometry as XYZ:
```
39
Properties=species:S:1:pos:R:3:forces:R:3
Ir -0.41552 -0.01829 -0.18450 2.7 0.8 5.3
C -1.40548 1.37041 1.15978 -0.6 -0.5 -0.7
C -0.63519 2.18013 0.25854 -0.8 0.9 -0.2
C 0.70050 1.99080 0.57063 0.1 -0.2 -1.0
C 0.79368 1.10488 1.70653 0.6 -0.1 -0.3
C -0.46546 0.74278 2.07573 -0.9 0.4 0.0
H -2.47483 1.42476 1.27999 0.0 0.0 0.1
H -1.03160 2.86674 -0.47061 0.0 0.0 0.0
H 1.51296 2.47620 0.05113 0.1 -0.2 0.0
H 1.70849 0.79709 2.18903 0.0 -0.1 -0.2
H -0.73835 0.10856 2.90397 0.0 -0.1 -0.1
C 4.30850 -1.52558 -0.90687 0.2 0.1 0.0
S 2.68654 -2.18633 -0.61891 -0.3 0.2 0.0
C 2.43289 -2.91576 -2.22270 0.0 -0.1 -0.2
O 1.79043 -0.95665 -0.58340 0.1 -0.4 -0.1
H 5.00711 -2.35198 -1.04214 0.0 0.0 0.0
H 4.58648 -0.94786 -0.02762 0.0 0.0 0.0
H 4.27194 -0.88706 -1.78914 0.0 0.0 0.0
H 3.16740 -3.70765 -2.37667 0.0 0.0 0.0
H 2.52720 -2.13465 -2.97767 0.0 0.0 0.0
H 1.43167 -3.34411 -2.24099 0.0 0.0 0.0
I 0.18709 0.66752 -3.13173 0.0 -0.1 -0.8
C -1.05303 -0.64729 -1.94211 -0.3 1.1 -1.2
H -0.73555 -1.65102 -2.23193 -0.3 -0.1 0.1
H -2.06321 -0.40602 -2.25045 -0.1 -0.3 -0.1
N -0.90426 -1.87074 0.58751 0.0 -0.8 -0.8
C -0.43737 -2.37430 1.88388 -0.2 0.1 0.1
C -1.32727 -3.11628 2.64157 0.0 -0.1 0.0
C -0.92701 -3.62499 3.87012 0.0 0.0 0.0
C 0.36107 -3.39759 4.32866 0.0 0.0 0.0
C 1.24588 -2.65405 3.55743 0.0 0.0 0.0
C 0.84667 -2.13196 2.33596 0.1 0.0 -0.1
H -1.91772 -1.92268 0.55948 0.0 -0.2 0.0
H -0.56746 -2.50599 -0.13474 -0.2 -0.3 0.1
H -2.32961 -3.31164 2.27405 0.0 0.0 0.0
H -1.62577 -4.19910 4.46382 0.0 0.0 0.0
H 0.67479 -3.79552 5.28445 0.0 0.0 0.0
H 2.25097 -2.46939 3.91368 0.0 0.0 0.0
H 1.51578 -1.52695 1.74269 0.0 0.0 0.0
```
Forces are in eV/Å.

Calculated values
E in a.u.: -1475.36226
LUMO energy (alpha / beta) in eV: -3.614 / -3.616
Total charge: +1
HOMO energy (alpha / beta) in eV: -10.5 / -10.5

***

No. 2
Computed, not measured: a 3-piece molecular cluster, C28H61BrN3O7P2 overall, with ωB97M-V with the def2-TZVPD basis set.

Geometry as XYZ:
```
102
Properties=species:S:1:pos:R:3:forces:R:3
C -3.40369 -0.36873 4.63538 0.1 -0.2 0.1
C -3.20964 -0.32762 3.14533 -0.5 0.3 -0.3
O -2.93839 -1.61337 2.54502 0.1 0.2 0.9
P -1.49254 -2.22214 2.44308 0.1 -0.1 -1.0
O -0.89210 -2.19898 1.11904 0.3 0.1 -0.5
C -0.35655 -1.38524 3.57398 0.0 0.0 0.3
C 1.00597 -1.97046 3.27493 0.1 -0.3 0.0
N 2.06507 -1.66563 4.31758 -0.2 0.1 0.3
C 1.93176 -0.35415 5.03575 0.7 0.3 -0.2
C 1.90630 0.84277 4.09778 -0.2 0.0 0.0
C 0.98551 1.95208 4.60152 0.2 0.3 0.2
C 1.65324 3.30503 4.85427 -0.5 0.1 -0.2
O 0.90664 4.26179 4.11112 0.1 0.1 0.0
P 2.17532 -3.14187 5.49918 0.2 -0.5 -0.3
O 1.71256 -2.45432 6.86876 -0.1 0.4 0.0
Br 4.34227 -3.05349 5.80035 0.0 0.0 0.0
O -1.62395 -3.70495 2.96506 -0.2 -0.1 0.7
C -2.16216 -3.94484 4.28027 0.0 -0.3 0.1
C -2.85638 -5.27714 4.32461 -0.1 0.1 0.3
H -4.27406 -0.95598 4.90209 -0.2 -0.1 0.0
H -3.55765 0.64441 4.98974 -0.1 0.2 0.1
H -2.55543 -0.78075 5.17322 0.2 0.0 0.1
H -2.47812 0.41552 2.84382 0.4 -0.1 -0.1
H -4.14368 -0.00826 2.70122 -0.1 0.0 -0.2
H -0.62723 -1.55113 4.61364 -0.1 0.0 0.2
H -0.37317 -0.32429 3.34704 -0.1 0.2 0.1
H 1.37087 -1.66163 2.30900 0.0 0.3 -0.3
H 0.92176 -3.05341 3.23300 0.1 -0.2 0.0
H 2.96391 -1.64468 3.83706 0.1 0.0 -0.1
H 2.79245 -0.28609 5.69309 0.1 -0.1 0.2
H 1.06545 -0.35181 5.67895 -0.4 -0.3 -0.1
H 2.90626 1.22866 3.93556 0.3 0.0 0.0
H 1.53579 0.54091 3.13391 0.0 -0.2 -0.6
H 0.22906 2.16175 3.85459 -0.2 -0.1 -0.2
H 0.46422 1.63333 5.50130 -0.1 0.0 0.1
H 2.68887 3.30364 4.52117 0.2 0.0 -0.1
H 1.63300 3.56889 5.90703 0.1 0.0 0.2
H 0.78526 5.05280 4.63525 0.1 0.2 0.1
H 0.77804 -2.20745 6.83705 -0.2 -0.2 0.4
H -2.86112 -3.16825 4.57592 -0.1 0.3 -0.2
H -1.34457 -3.93178 5.00207 0.2 0.0 0.0
H -3.44091 -5.31002 5.23905 -0.1 -0.1 0.2
H -2.15475 -6.09944 4.35874 0.1 -0.2 -0.3
H -3.54722 -5.37229 3.49742 0.0 -0.1 -0.2
C 2.84521 2.57014 -1.01555 0.0 0.1 0.1
C 1.45909 1.95972 -0.70345 1.1 0.1 -0.2
C 0.61096 1.90113 -1.96799 -0.4 0.2 -0.2
C 0.10650 3.26258 -2.42442 0.1 0.1 0.1
C -0.60195 3.99541 -1.29106 -0.1 -0.3 -0.3
C 0.22941 4.10445 -0.01227 0.5 0.9 0.2
N 0.75722 2.74566 0.37990 -1.3 -0.5 -0.9
O -0.12923 2.02956 0.98296 0.3 0.1 0.5
C 1.39032 5.09228 -0.20749 0.1 -0.1 -0.1
C -0.64713 4.71443 1.08114 -0.2 -0.4 0.3
C 1.71642 0.53782 -0.24090 -0.4 -0.3 0.3
H 3.26381 3.07107 -0.14194 0.0 0.0 0.0
H 3.54455 1.78669 -1.30398 -0.1 -0.1 0.0
H 2.82355 3.27976 -1.83906 0.0 0.0 0.0
H -0.24465 1.24226 -1.79412 0.0 0.0 0.1
H 1.19575 1.44075 -2.76702 0.0 -0.1 0.1
H 0.93361 3.86446 -2.80976 0.0 0.0 0.0
H -0.58300 3.12726 -3.25847 0.0 0.0 0.0
H -0.87396 5.00102 -1.61546 0.0 0.1 0.1
H -1.53892 3.47753 -1.06264 0.0 0.0 0.1
H 2.04579 5.09468 0.66460 0.0 0.0 0.0
H 0.98672 6.09701 -0.32346 -0.1 0.0 0.0
H 1.99227 4.89882 -1.09051 0.0 0.0 0.1
H -1.57421 4.16324 1.22674 0.0 -0.1 0.0
H -0.91751 5.72403 0.77444 0.0 0.0 -0.1
H -0.14428 4.78012 2.04713 0.1 -0.1 -0.1
H 2.31618 0.53616 0.66738 0.1 0.0 0.2
H 2.27375 0.01475 -1.01730 0.0 0.1 0.0
H 0.79425 -0.01684 -0.06430 0.0 0.1 0.1
C -1.14704 -0.91870 -7.66962 -0.1 0.0 0.1
C 0.12914 -1.02572 -6.80415 -0.6 0.3 -0.9
C 0.76203 -2.40910 -6.96186 0.1 -0.3 0.3
C -0.00928 -3.52328 -6.25230 0.0 0.1 0.0
C -0.25437 -3.16788 -4.78576 0.4 -0.2 -0.2
C -0.92495 -1.80786 -4.60433 -1.1 -0.1 0.1
N -0.17678 -0.75768 -5.36407 1.2 -1.0 0.2
O 0.87662 -0.38696 -4.72392 -0.2 0.5 0.1
C -2.39476 -1.88453 -5.04926 0.0 0.0 -0.2
C -0.94753 -1.42671 -3.13446 0.3 0.2 0.3
C 1.09189 0.03624 -7.31604 0.3 0.1 0.2
H -1.86303 -0.22358 -7.23275 0.0 0.0 0.0
H -0.89787 -0.54075 -8.65954 0.1 0.0 0.0
H -1.64461 -1.87510 -7.82029 0.0 0.0 0.1
H 1.78156 -2.38108 -6.56453 0.0 0.1 0.0
H 0.84778 -2.63108 -8.02731 0.0 0.1 0.0
H -0.95546 -3.72090 -6.76244 0.0 0.0 0.0
H 0.56460 -4.44953 -6.30983 0.0 0.0 0.0
H -0.87421 -3.93098 -4.31143 -0.1 0.0 0.0
H 0.70394 -3.17086 -4.25647 0.0 0.1 0.0
H -2.85469 -0.89584 -5.03596 0.0 0.0 0.0
H -2.94582 -2.51832 -4.35523 0.1 0.0 0.1
H -2.53534 -2.31379 -6.03694 0.0 0.0 0.0
H 0.04735 -1.43386 -2.69442 0.0 0.1 0.0
H -1.55780 -2.13239 -2.57314 -0.1 -0.1 -0.1
H -1.37352 -0.43011 -3.00481 0.0 0.0 0.0
H 0.67856 1.03696 -7.18245 0.0 0.0 0.0
H 1.26088 -0.12707 -8.37928 -0.1 0.0 0.0
H 2.05587 -0.00688 -6.81446 -0.1 0.0 0.1
```
Forces are in eV/Å.

Calculated values
E in a.u.: -5050.90464
LUMO energy (alpha / beta) in eV: -3.348 / -3.348
Spin multiplicity: 3
Total charge: +1
<S²>: 2.008
HOMO energy (alpha / beta) in eV: -9.6 / -10.6

***

No. 3
Computed, not measured: AsF6H28O14 as an isolated structure, with ωB97M-V with the def2-TZVPD basis set.

Geometry as XYZ:
```
49
Properties=species:S:1:pos:R:3:forces:R:3
As -0.06377 0.19151 0.09527 -0.8 0.3 0.6
F 0.55056 -0.52418 1.51976 -0.1 -0.1 -0.2
F -1.18562 1.18340 1.00503 -0.1 0.1 0.0
F -0.72169 0.97901 -1.32391 0.4 -0.1 -0.1
F 1.01827 -0.71586 -0.89561 -0.2 0.1 -0.3
F -1.30529 -0.99662 -0.01127 0.1 -0.3 -0.2
F 1.11888 1.45009 0.29485 -0.1 0.1 -0.7
O -1.78293 2.08526 -3.52341 0.1 0.2 -0.1
H -1.27097 2.07043 -2.70218 -0.3 -0.1 0.0
H -2.39939 1.35539 -3.41595 0.0 -0.1 0.0
O -0.19956 4.06071 0.40441 -0.2 0.1 0.0
H -0.80066 4.46355 -0.22774 0.0 0.0 0.0
H -0.23679 3.11662 0.20664 0.1 0.0 0.1
O -2.83088 3.19278 3.11910 -0.3 -0.1 -0.2
H -2.63033 3.09478 2.18150 0.1 0.1 -0.1
H -2.86094 4.14322 3.25497 0.1 0.0 0.1
O 2.73254 2.37472 2.20704 0.1 0.2 0.0
H 2.33884 1.98141 1.41508 0.0 0.1 0.2
H 3.46944 1.80077 2.42924 0.0 -0.1 0.1
O 0.55143 -3.84325 -0.83316 0.2 0.0 -0.1
H 1.12509 -3.34009 -1.44345 0.0 -0.1 0.4
H 1.12841 -4.49474 -0.42706 -0.1 0.0 0.2
O -2.46235 -3.86347 1.14414 0.0 -0.2 0.3
H -3.27359 -3.50083 0.78106 0.0 0.0 -0.1
H -1.76876 -3.31474 0.76498 0.0 0.0 0.0
O 2.18386 -2.61345 -2.59049 0.0 -0.1 -0.4
H 1.64393 -2.98336 -3.29956 0.0 0.2 -0.2
H 3.06503 -2.97505 -2.73174 0.1 0.0 0.1
O 2.63398 0.10507 -3.61505 -0.1 -0.1 0.0
H 2.31403 -0.56890 -3.00508 0.0 0.0 0.0
H 2.05564 0.86603 -3.47148 0.4 0.1 0.0
O 1.09234 2.48772 -3.74856 -0.1 -0.2 0.0
H 0.33133 1.89654 -3.83289 -0.1 0.2 -0.2
H 0.72848 3.36544 -3.88565 0.0 0.0 0.0
O 3.13706 -1.96735 0.26827 0.2 -0.3 -0.1
H 2.33642 -1.87693 -0.26708 0.1 0.1 0.3
H 3.74225 -1.31878 -0.10116 0.0 0.1 0.0
O -1.93286 -3.27405 -1.79142 -0.1 0.1 -0.3
H -1.08913 -3.57168 -1.41095 -0.1 -0.1 0.0
H -2.02198 -2.36853 -1.47836 0.1 0.0 0.0
O -0.06830 1.82952 3.47251 0.2 0.1 0.4
H -0.70662 1.97381 2.77239 0.0 0.0 0.0
H 0.74909 2.23047 3.15136 0.1 -0.1 0.0
O -3.55543 0.06685 2.95218 -0.2 -0.2 -0.1
H -4.22024 0.44899 3.53025 0.1 0.1 0.1
H -3.08876 0.82496 2.59080 0.2 0.0 0.1
O 1.11819 -2.02905 3.65963 0.1 -0.2 0.1
H 0.24006 -1.88672 4.02324 0.0 0.1 0.0
H 1.07174 -1.61143 2.78952 0.1 -0.1 0.3
```
Forces are in eV/Å.

Calculated values
E in a.u.: -3905.37424
LUMO energy in eV: 2.170
Total charge: -1
HOMO energy in eV: -7.6

***

No. 4
Computed, not measured: a 2-piece molecular cluster, C3H5Br2P overall, with ωB97M-V with the def2-TZVPD basis set.

Geometry as XYZ:
```
11
Properties=species:S:1:pos:R:3:forces:R:3
C 0.14459 -0.15110 -2.19081 1.5 -1.0 4.0
C -0.60415 -0.43899 -1.12228 1.1 1.2 -1.1
C 1.61457 0.28134 1.85761 0.6 2.0 -0.5
P -2.28930 -0.36550 -0.75319 -0.5 -0.2 0.9
Br -2.40641 1.54249 0.48743 0.1 -0.4 -0.4
Br -2.24408 -1.87521 0.92591 -0.2 0.0 -0.2
H -0.36798 -0.20878 -3.08656 -0.3 0.3 -2.3
H 1.27863 -0.08281 -1.99566 -1.8 0.0 -1.0
H 1.21684 1.26984 1.65646 -0.3 0.0 -0.3
H 2.70447 0.32293 1.77233 -0.5 -0.9 0.4
H 0.95281 -0.29422 2.44876 0.1 -1.0 0.5
```
Forces are in eV/Å.

Calculated values
E in a.u.: -5606.53313
LUMO energy (alpha / beta) in eV: -0.481 / -1.328
Spin multiplicity: 3
Total charge: 0
<S²>: 2.019
HOMO energy (alpha / beta) in eV: -8.5 / -9.9

***

No. 5
Computed, not measured: one molecule with the formula C5H11N, with ωB97M-V with the def2-TZVPD basis set.

Geometry as XYZ:
```
17
Properties=species:S:1:pos:R:3:forces:R:3
C -1.87500 2.31726 0.41984 1.9 0.0 1.6
C -1.43668 0.90899 0.12406 -1.1 -0.8 -2.0
C -0.34220 0.25634 0.55110 0.2 3.4 0.7
C -0.08622 -1.12460 0.24735 2.2 -1.9 -1.1
C 1.04844 -1.15109 -0.82944 0.0 0.3 0.5
N 2.40149 -1.13041 -0.32466 2.2 -1.5 0.7
H -2.56688 2.40276 1.26374 -0.1 -0.4 -0.1
H -1.03160 2.99568 0.69728 -0.4 -0.6 -0.2
H -2.33351 2.71850 -0.42223 -0.9 0.9 -1.5
H -2.10717 0.43552 -0.78105 1.3 0.5 2.8
H 0.57415 0.91647 0.91957 -2.2 -1.5 0.0
H -0.86836 -1.64106 -0.30242 -0.7 0.3 0.5
H 0.22776 -1.80027 1.09861 -0.4 0.9 -0.6
H 0.78489 -1.99974 -1.43519 0.4 -0.5 -0.7
H 1.02582 -0.23245 -1.41896 -0.8 -0.2 -0.3
H 3.08968 -1.52825 -1.04135 -1.3 0.7 1.7
H 2.54472 -1.59577 0.61721 -0.3 0.5 -1.9
```
Forces are in eV/Å.

Calculated values
E in a.u.: -251.78842
LUMO energy in eV: 1.242
Structure (SMILES): C/C=C/CCN
Total charge: 0
HOMO energy in eV: -8.6

***

No. 6
Computed, not measured: a 2-piece molecular cluster, CH4N2P2 overall, with ωB97M-V with the def2-TZVPD basis set.

Geometry as XYZ:
```
9
Properties=species:S:1:pos:R:3:forces:R:3
C -0.05423 0.16777 -0.02024 -0.1 0.6 -1.6
N -1.05138 -0.31464 -0.92892 -0.7 -0.5 0.7
N 0.96716 -0.61958 0.45310 1.0 -3.1 5.0
P -1.70074 0.79380 0.28136 0.0 0.3 0.3
P 1.59715 0.90650 -0.03678 0.1 1.3 1.2
H -1.19278 -0.00318 -1.88242 0.6 0.3 0.1
H 1.14783 -1.13524 1.94287 -0.9 1.9 -4.3
H -1.87183 -0.13015 1.31455 -0.6 -0.5 0.2
H 2.15882 0.33473 -1.12353 0.6 -0.3 -1.7
```
Forces are in eV/Å.

Calculated values
E in a.u.: -832.52089
LUMO energy in eV: -0.161
Total charge: 0
HOMO energy in eV: -9.0

***

Energy above the lowest of the compared OMol25 structures with the same formula, charge and spin values, unit eV, following the record order: 1.8865, 0.6129, 0.9501, 0.8619, 2.0168, 4.4615.
F_max values, unit hartree/bohr, following the record order: 0.1168, 0.0322, 0.0200, 0.0866, 0.0673, 0.1160.